[1]
Below is a 2-piece molecular cluster, C33H34F6N2O5 overall at a distorted geometry, with properties calculated with ωB97M-V/def2-TZVPD.

Summary:
HOMO level in eV: -6.2
Orbital gap in Eh: 0.11819
E in hartree: -2362.72853
ΔE to the lowest compared entry with this formula, charge and spin in kcal per mole: 0.0

Each line ends with the Löwdin charge.
Geometry (Å):
C  5.30  3.45  0.44  -0.045
N  5.20  2.44  -0.58  -0.148
C  6.35  2.23  -1.43  -0.038
C  6.21  3.13  -2.63  -0.536
F  7.26  3.05  -3.49  0.135
F  5.06  2.82  -3.32  0.116
F  6.07  4.44  -2.24  0.112
C  4.01  1.77  -0.79  -0.212
C  3.92  0.35  -0.87  0.024
C  2.69  -0.24  -1.05  0.027
C  1.49  0.53  -1.25  -0.165
C  0.28  -0.15  -1.48  0.127
C  -0.96  0.36  -1.94  -0.167
C  -2.11  -0.50  -1.89  0.030
C  -3.38  -0.04  -2.17  0.030
C  -3.57  1.31  -2.58  -0.214
N  -4.82  1.86  -2.82  -0.169
C  -5.19  2.26  -4.16  -0.052
C  -5.74  2.17  -1.74  -0.042
C  -5.43  3.54  -1.18  -0.541
F  -6.31  3.94  -0.23  0.132
F  -4.17  3.56  -0.63  0.114
F  -5.42  4.48  -2.18  0.109
C  -2.43  2.13  -2.77  0.013
C  -1.16  1.66  -2.50  0.005
C  1.61  1.96  -1.15  0.019
C  2.84  2.55  -0.92  0.016
H  4.62  3.21  1.27  0.109
H  6.33  3.45  0.83  0.099
H  5.06  4.45  0.08  0.087
H  7.25  2.52  -0.88  0.145
H  6.38  1.20  -1.78  0.141
H  4.83  -0.24  -0.75  0.127
H  2.61  -1.33  -1.06  0.123
H  0.30  -1.21  -1.28  0.121
H  -1.96  -1.55  -1.62  0.122
H  -4.26  -0.70  -2.11  0.132
H  -4.74  1.58  -4.89  0.101
H  -6.29  2.19  -4.25  0.096
H  -4.89  3.29  -4.40  0.084
H  -6.75  2.18  -2.14  0.142
H  -5.61  1.45  -0.93  0.150
H  -2.62  3.15  -3.13  0.133
H  -0.31  2.31  -2.74  0.108
H  0.74  2.60  -1.24  0.107
H  2.96  3.64  -0.88  0.131
C  -3.33  0.76  4.86  -0.082
C  -1.86  0.54  4.59  -0.214
O  -1.79  -0.68  3.78  -0.018
C  -0.57  -1.01  3.34  -0.462
C  -0.55  -2.24  2.52  -0.017
C  -1.70  -3.06  2.26  -0.392
C  -1.47  -4.24  1.33  -0.158
C  -0.68  -5.31  1.74  -0.029
C  -0.59  -6.45  0.93  -0.087
C  -1.25  -6.48  -0.31  -0.105
C  -2.03  -5.39  -0.71  -0.099
C  -2.18  -4.29  0.13  -0.041
O  -2.81  -2.88  2.76  0.034
C  0.73  -2.46  1.83  -0.462
O  0.86  -2.66  0.63  0.034
O  1.76  -2.33  2.68  -0.020
C  3.12  -2.59  2.23  -0.196
C  3.99  -1.56  2.90  -0.077
O  0.43  -0.33  3.55  0.035
H  -3.48  1.60  5.53  0.070
H  -3.87  0.97  3.93  0.072
H  -3.79  -0.12  5.30  0.080
H  -1.42  1.38  4.02  0.118
H  -1.30  0.36  5.51  0.124
H  -0.14  -5.26  2.70  0.126
H  0.01  -7.30  1.25  0.097
H  -1.16  -7.36  -0.95  0.092
H  -2.54  -5.40  -1.68  0.092
H  -2.82  -3.44  -0.15  0.106
H  3.35  -3.61  2.56  0.122
H  3.16  -2.53  1.13  0.098
H  5.02  -1.69  2.59  0.066
H  3.67  -0.55  2.66  0.075
H  3.95  -1.66  3.98  0.081

=====

[2]
Below is a 8-piece molecular cluster, C33H34N8O16 overall at a distorted geometry, with properties calculated with ωB97M-V/def2-TZVPD.

Summary:
HOMO level in eV: -10.0
Orbital gap in Eh: 0.33676
E in hartree: -2918.99592
SMILES: O=[N+]([O-])c1ccccc1.O=[N+]([O-])c1ccccc1.O=[N+]([O-])c1ccccc1.O=[N+]([O-])c1ccccc1.O=[N+]([O-])c1ccccc1.C[N+](=O)[O-].C[N+](=O)[O-].C[N+](=O)[O-]
ΔE to the lowest compared entry with this formula, charge and spin in kcal per mole: 33.3

Each line ends with the Löwdin charge.
Geometry (Å):
C  -5.64  -1.73  0.08  0.025
N  -7.11  -1.59  -0.06  -0.460
O  -7.60  -1.44  -1.15  0.080
O  -7.71  -1.61  0.99  0.059
H  -5.38  -2.78  0.01  0.098
H  -5.30  -1.09  0.88  0.097
H  -5.13  -1.30  -0.78  0.070
C  -4.52  -5.27  2.88  0.032
N  -5.98  -5.57  2.88  -0.453
O  -6.60  -5.48  1.85  0.064
O  -6.48  -5.78  3.97  0.059
H  -4.15  -5.36  1.87  0.080
H  -4.05  -6.01  3.53  0.098
H  -4.36  -4.27  3.24  0.092
C  0.76  3.39  -0.26  0.030
N  1.25  4.72  0.10  -0.422
O  2.36  4.99  -0.36  0.033
O  0.68  5.40  0.91  0.093
H  1.53  2.74  -0.66  0.078
H  0.01  3.40  -1.06  0.113
H  0.35  2.85  0.59  0.062
C  5.77  4.67  1.60  -0.054
C  5.61  4.22  0.27  -0.054
C  5.17  2.92  0.01  -0.001
C  4.80  2.12  1.08  -0.145
C  4.90  2.56  2.38  -0.005
C  5.37  3.85  2.64  -0.059
N  4.18  0.82  0.79  -0.354
O  3.82  0.12  1.71  0.094
O  4.02  0.54  -0.38  0.063
H  5.84  5.73  1.84  0.109
H  6.07  4.81  -0.51  0.098
H  5.05  2.64  -1.02  0.095
H  4.66  1.85  3.16  0.120
H  5.39  4.02  3.71  0.108
C  5.55  4.17  -3.44  -0.082
C  6.11  3.10  -4.10  -0.059
C  5.30  2.00  -4.32  -0.009
C  3.99  1.92  -3.88  -0.140
C  3.44  3.06  -3.28  -0.009
C  4.19  4.21  -3.10  -0.069
N  3.19  0.73  -4.11  -0.349
O  2.12  0.68  -3.53  0.066
O  3.68  -0.18  -4.74  0.089
H  6.02  5.09  -3.12  0.109
H  7.09  3.07  -4.56  0.113
H  5.77  1.11  -4.73  0.121
H  2.41  3.05  -2.95  0.108
H  3.68  5.09  -2.75  0.106
C  0.91  -0.91  -0.80  -0.044
C  0.34  -2.13  -1.14  -0.030
C  -0.67  -2.65  -0.34  0.011
C  -0.99  -2.00  0.85  -0.139
C  -0.32  -0.87  1.22  -0.005
C  0.65  -0.31  0.42  -0.053
N  -2.11  -2.48  1.67  -0.336
O  -2.88  -3.25  1.13  0.054
O  -2.19  -2.14  2.82  0.089
H  1.72  -0.49  -1.40  0.082
H  0.55  -2.56  -2.11  0.096
H  -1.18  -3.54  -0.67  0.098
H  -0.55  -0.41  2.17  0.103
H  1.33  0.43  0.83  0.095
C  -4.20  0.54  5.51  -0.067
C  -4.34  1.33  4.37  -0.056
C  -3.22  1.84  3.73  -0.007
C  -1.99  1.40  4.16  -0.156
C  -1.82  0.70  5.34  0.004
C  -2.96  0.32  6.07  -0.050
N  -0.75  1.83  3.44  -0.343
O  -0.91  2.30  2.33  0.044
O  0.34  1.62  3.91  0.086
H  -5.09  0.25  6.07  0.110
H  -5.28  1.65  3.94  0.110
H  -3.36  2.30  2.76  0.122
H  -0.86  0.31  5.66  0.120
H  -2.84  -0.34  6.92  0.108
C  0.05  -4.86  -4.10  -0.063
C  -1.09  -5.12  -3.33  -0.063
C  -1.96  -4.09  -3.06  -0.046
C  -1.87  -2.87  -3.71  -0.159
C  -0.81  -2.64  -4.57  0.004
C  0.20  -3.61  -4.70  -0.063
N  -2.83  -1.82  -3.40  -0.348
O  -2.87  -0.87  -4.15  0.101
O  -3.50  -1.92  -2.40  0.075
H  0.80  -5.63  -4.19  0.107
H  -1.29  -6.09  -2.91  0.111
H  -2.77  -4.32  -2.38  0.124
H  -0.69  -1.69  -5.08  0.122
H  1.21  -3.41  -5.03  0.112